Formula: C4H13NO2
Source: the Open Molecules 2025 dataset
Level of theory: wB97M-V/def2-TZVPD

SMILES string = CC(C)=CN.O.O
energy relative to the best compared isomer or geometry (same formula, charge and spin) = 105.3 kJ/mol
E = -9943.105 eV
maximum force = 2.44 eV Å⁻¹

```
20
C4H13NO2 wB97M-V/def2-TZVPD
C -1.39218 -1.34385 1.15804
C -0.75972 -0.60914 0.01632
C 0.51930 -0.77229 -0.33126
N 1.39962 -1.60393 0.37170
C -1.59400 0.39981 -0.72406
H -0.82266 -2.16568 1.61103
H -1.62604 -0.56782 1.88317
H -2.17960 -2.03221 0.88456
H 0.99167 -0.22502 -1.13070
H 2.28340 -1.77696 -0.07921
H 1.09956 -2.28918 1.03507
H -1.99672 1.14006 -0.07084
H -1.14419 0.71005 -1.66600
H -2.43911 -0.13416 -1.17864
H 1.58411 2.57005 -1.62091
H 0.07858 2.66373 -1.32502
O 0.73988 2.13078 -1.77631
H 1.91747 0.54213 0.87711
H 1.25335 1.90264 0.94006
O 2.08730 1.46099 1.12591
```